Here is 17 unconnected molecules or ions with the total composition C51H102O17 in a non-equilibrium geometry from the OMol25 dataset. Energies are from ωB97M-V/def2-TZVPD.

Output
HOMO-LUMO gap, eV: 9.23
ΔE to the lowest compared entry with this formula, charge and spin, kcal per mole: 53.0
Energy, eV: -89346.4919
Lowest unoccupied orbital energy, eV: 0.210
HOMO level, Eh: -0.331

```
170
Properties=species:S:1:pos:R:3:forces:R:3
C -7.79224 1.24153 -3.32988 1.37 -0.67 0.54
C -7.42654 2.46106 -2.50519 -1.07 0.75 0.10
O -6.53340 2.53843 -1.71242 1.64 -1.15 0.59
C -8.27895 3.64563 -2.65747 -1.71 0.78 -0.83
H -6.97312 0.53823 -3.17990 0.23 -0.06 -0.28
H -7.87472 1.45942 -4.39469 -0.35 0.07 0.13
H -8.63599 0.67706 -2.93295 -0.43 0.54 -0.13
H -8.11254 4.07879 -3.64376 0.08 0.12 -0.19
H -8.22924 4.43724 -1.90981 0.57 -0.33 0.17
H -9.31636 3.31237 -2.68604 -0.25 0.00 -0.07
C -4.51703 1.48849 -5.77968 0.90 0.22 -1.03
C -3.91875 2.50766 -4.85732 0.20 1.04 2.09
O -3.75794 3.68537 -5.13535 -0.19 -0.82 -0.41
C -3.52362 2.01140 -3.44951 -0.25 -0.06 -0.68
H -5.56855 1.24630 -5.62557 0.14 0.09 0.28
H -3.89449 0.59440 -5.74594 -0.29 -0.26 0.26
H -4.36614 1.88175 -6.78501 -0.42 0.04 -0.12
H -2.97168 2.73420 -2.84867 0.17 0.11 -0.44
H -2.95473 1.08977 -3.57225 0.07 -0.06 0.25
H -4.42795 1.78847 -2.88331 -0.22 -0.21 -0.08
C -7.83802 1.25295 0.96482 0.07 0.26 -0.37
C -9.35137 1.28811 0.77087 1.33 0.88 -0.23
O -9.97705 2.28175 1.03406 -0.68 0.52 0.22
C -9.96625 0.08032 0.17332 -0.73 -1.36 0.33
H -7.35119 0.85384 0.07498 -0.12 -0.56 0.22
H -7.57032 0.66195 1.84069 -0.01 -0.26 -0.23
H -7.36463 2.23013 1.06032 -0.59 0.30 0.25
H -9.32696 -0.77324 0.39882 0.04 -0.13 -0.48
H -10.22111 0.14693 -0.88437 0.69 0.26 -0.21
H -10.94999 -0.15176 0.58135 -0.01 0.31 0.49
C 0.25757 -1.28256 0.88132 0.32 1.04 0.36
C -0.66896 -2.42591 0.68935 -0.29 -0.28 -1.71
O -0.98930 -3.22126 1.50922 -0.14 -0.98 2.40
C -1.22052 -2.63958 -0.68974 -0.01 0.71 -1.24
H 0.82905 -1.10114 -0.02895 0.15 -0.03 0.08
H 0.88973 -1.32942 1.76805 0.14 -0.63 -0.12
H -0.31296 -0.37329 1.07063 -0.41 0.08 -0.36
H -1.97352 -1.89043 -0.93439 0.00 0.33 0.12
H -1.70980 -3.59793 -0.86372 0.31 -0.09 0.48
H -0.43570 -2.48199 -1.42955 0.04 -0.09 -0.17
C -4.07517 2.42634 0.98391 1.04 -0.38 -0.58
C -2.58160 2.28493 0.67471 2.11 -1.98 0.53
O -1.98373 1.17878 0.71249 -1.92 2.42 -0.20
C -1.70944 3.49965 0.33018 -0.55 0.10 0.65
H -4.49615 3.00283 0.16018 -0.39 -0.04 0.05
H -4.29180 2.93288 1.92443 0.32 0.14 -0.02
H -4.48907 1.41961 1.04132 -0.13 0.11 -0.10
H -0.67114 3.21571 0.15868 -0.27 -0.26 -0.54
H -1.63298 4.17825 1.17974 -0.32 -0.12 0.42
H -2.14264 4.12116 -0.45350 0.15 -0.25 -0.36
C -0.01488 6.39139 4.71202 -1.06 -0.18 1.20
C 0.28460 5.34630 3.66763 -0.85 0.02 -0.57
O -0.43259 4.36114 3.48800 1.12 1.19 0.32
C 1.45177 5.68482 2.76180 -0.44 -1.04 0.02
H -0.83842 6.13483 5.37840 -0.04 -0.80 -0.01
H -0.44379 7.31029 4.31231 0.75 0.24 -0.58
H 0.81200 6.58788 5.39447 0.30 0.27 -0.45
H 1.40920 6.71083 2.39630 0.01 -0.03 0.15
H 1.42060 4.97283 1.93707 0.20 0.24 -0.01
H 2.39082 5.52655 3.29212 0.07 0.17 0.08
C 1.28496 1.47556 -1.97864 -1.19 -0.92 -0.36
C 1.81192 0.32470 -2.85039 -0.43 -1.02 0.80
O 1.15526 -0.65697 -3.22765 1.23 2.39 0.68
C 3.30565 0.43014 -2.99295 0.82 -0.96 -0.78
H 1.20246 2.40251 -2.54614 0.08 0.03 -0.02
H 1.88276 1.63263 -1.08083 0.34 -0.01 -0.27
H 0.28909 1.19644 -1.63451 -0.18 0.18 -0.06
H 3.66281 1.30680 -3.53333 -0.33 0.20 0.03
H 3.71513 -0.44498 -3.49752 -0.15 -0.03 -0.19
H 3.80377 0.44540 -2.02354 -0.30 0.18 0.24
C -1.98963 2.26018 5.51871 -0.79 0.12 -0.27
C -1.95046 1.33480 4.34132 -0.54 -0.93 -1.04
O -2.98720 0.93078 3.80118 1.92 0.69 0.89
C -0.55327 0.98483 3.80461 -0.55 0.31 0.06
H -1.57726 3.22562 5.22552 0.36 -0.10 0.06
H -1.45300 1.85284 6.37557 -0.04 0.05 -0.02
H -3.04982 2.42898 5.70745 0.12 -0.09 0.55
H -0.50013 -0.01165 3.36609 -0.16 0.13 0.05
H 0.24246 1.14209 4.53274 -0.18 -0.19 0.29
H -0.35271 1.74016 3.04476 -0.11 -0.07 -0.30
C -1.74097 6.13045 -3.53191 -0.23 -0.03 0.96
C -0.93582 4.94796 -4.01812 0.67 0.23 0.37
O -0.67734 4.04036 -3.24360 -0.18 0.38 -0.74
C -0.38889 4.97800 -5.44470 -0.19 -0.09 0.80
H -1.23834 7.09683 -3.57148 0.11 0.00 -0.80
H -1.88301 6.02180 -2.45668 -0.25 -0.39 0.05
H -2.73512 6.17119 -3.97699 0.14 0.11 -0.32
H -1.23428 4.76997 -6.10055 0.12 -0.28 -0.20
H 0.42071 4.25015 -5.49833 -0.28 -0.14 -0.31
H -0.00221 5.95523 -5.73384 -0.09 0.13 0.21
C -2.37973 7.02308 1.06314 0.97 -0.51 -0.08
C -3.51263 7.72450 1.74911 -0.88 -0.36 -0.95
O -4.51051 7.13036 2.13712 1.10 0.63 -0.06
C -3.39769 9.23814 1.82352 -0.80 -0.43 1.03
H -2.02768 7.59198 0.20261 -0.22 0.06 -0.03
H -2.53384 5.98619 0.76444 -0.64 0.33 0.01
H -1.50302 6.92566 1.70345 0.12 0.38 0.49
H -3.34064 9.75784 0.86709 0.17 -0.36 -0.05
H -2.56149 9.50207 2.47099 0.25 0.11 -0.19
H -4.30561 9.53581 2.34810 0.01 0.33 -0.11
C -6.99462 4.97110 2.52342 -0.37 0.40 -1.42
C -8.03699 5.39881 1.46275 1.22 1.32 -0.69
O -7.71011 5.66021 0.29887 -0.63 -0.72 1.68
C -9.46177 5.56661 1.95294 0.94 -0.13 -0.52
H -5.98121 5.19219 2.18842 -0.20 -0.19 -0.39
H -7.17489 3.89618 2.53586 0.27 -0.18 0.82
H -7.09406 5.49397 3.47464 -0.50 -0.47 0.08
H -9.98853 4.67220 1.62027 -0.27 -0.02 0.26
H -9.85603 6.44258 1.43785 -0.21 -0.05 0.20
H -9.43419 5.66981 3.03769 -0.44 -0.04 -0.13
C -5.59770 6.92815 -3.12885 0.84 0.14 0.59
C -4.77276 6.78110 -1.83606 -1.69 0.44 -0.54
O -4.23004 7.71278 -1.29374 0.45 0.51 -0.21
C -4.81182 5.46548 -1.16734 0.57 -1.26 1.28
H -5.47488 7.90815 -3.58995 0.36 -0.11 0.00
H -6.66459 6.83895 -2.92421 0.05 -0.45 0.18
H -5.23442 6.11726 -3.76018 -0.41 0.03 -0.43
H -4.24627 5.58576 -0.24333 0.00 -0.08 0.02
H -4.39494 4.59528 -1.67436 0.15 0.24 -0.65
H -5.78925 5.11395 -0.83696 -0.38 0.49 -0.32
C -4.78735 -3.08360 0.25006 0.43 -0.02 0.45
C -5.43223 -1.78189 -0.09723 -2.85 1.02 2.58
O -6.46489 -1.41803 0.50424 1.92 -0.75 -1.52
C -4.75338 -0.92778 -1.09768 0.04 -0.31 -1.20
H -4.81205 -3.78540 -0.58359 0.11 0.01 -0.03
H -5.19643 -3.53436 1.15426 -0.40 0.12 -0.24
H -3.75328 -2.85826 0.51084 0.29 -0.17 -0.27
H -5.34029 -0.15780 -1.59844 -0.37 0.04 0.58
H -4.53621 -1.66857 -1.86721 0.74 0.22 -0.42
H -3.83957 -0.46586 -0.72396 0.14 -0.24 0.11
C 2.16117 5.89504 -2.69310 0.77 -0.83 0.20
C 1.93997 6.66230 -1.43706 1.23 2.66 0.11
O 2.74437 7.55587 -1.16645 -1.11 -1.02 0.20
C 0.75371 6.37366 -0.54124 0.90 0.17 -0.16
H 2.09798 4.84768 -2.39792 -0.76 -0.30 -0.67
H 3.19464 5.99202 -3.02571 0.00 0.47 0.16
H 1.53571 6.24306 -3.51517 -0.38 -0.47 0.18
H -0.17730 6.30740 -1.10420 0.08 -0.38 0.13
H 0.69475 7.13595 0.23565 -0.03 0.07 -0.23
H 1.06652 5.44974 -0.05480 -0.63 -0.38 -0.04
C -3.84373 4.67495 4.14813 -0.28 0.01 0.16
C -4.57994 5.52177 5.13718 -3.16 -0.69 2.51
O -5.60207 5.12474 5.75894 2.68 0.72 -1.88
C -4.05991 6.90210 5.43945 0.62 0.43 -0.49
H -2.77113 4.84068 4.24885 0.03 -0.12 -0.17
H -4.15913 5.00084 3.15696 0.19 0.15 -0.10
H -4.10608 3.62329 4.26342 0.03 0.11 0.05
H -3.56623 6.96435 6.40925 0.15 -0.46 0.08
H -4.80469 7.69611 5.49369 -0.35 -0.38 -0.28
H -3.33354 7.15406 4.66679 0.10 0.30 0.08
C -5.89824 -0.33280 3.74346 0.96 -0.71 0.13
C -5.40480 -1.41660 4.72781 -0.05 -1.20 -1.87
O -5.45840 -2.61362 4.42429 -0.01 2.01 0.62
C -4.80720 -0.95364 5.98999 -0.03 0.70 1.76
H -5.26910 0.55722 3.75554 0.03 -0.06 0.42
H -6.92187 -0.01890 3.94780 -0.11 -0.32 -0.17
H -5.71743 -0.79220 2.77168 -0.82 0.12 -0.16
H -3.77092 -1.22809 6.18725 -0.03 -0.33 -0.45
H -5.39064 -1.36774 6.81231 -0.01 -0.29 0.10
H -4.87400 0.12426 6.13753 0.01 0.07 -0.34
C 2.13578 2.15539 1.75547 0.27 -0.78 -0.93
C 3.39392 2.87715 1.27447 -0.14 1.69 0.56
O 3.40665 4.01177 0.77078 -0.17 -2.59 0.70
C 4.69426 2.13792 1.64581 -0.41 0.93 -0.63
H 2.22210 1.77443 2.77307 0.04 0.61 0.26
H 2.14192 1.20214 1.22692 0.04 -0.29 -0.35
H 1.14758 2.55414 1.52618 0.32 0.59 0.24
H 4.75513 2.05101 2.73063 -0.04 0.00 0.02
H 5.50352 2.77003 1.28026 0.14 -0.26 0.08
H 4.75219 1.13572 1.22115 -0.09 0.04 -0.04
```
Positions in Å, forces in eV/Å.